# C8H8O5S2

A cluster of 2 separate species, C8H8O5S2 in total at a distorted geometry (wB97M-V/def2-TZVPD, OMol25).

Summary:
**Spin multiplicity**: 1
**Energy above the lowest of the compared OMol25 structures with the same formula, charge and spin**: 33.8 kcal/mol
**Molar mass**: 248.3 g/mol
**E_LUMO**: 4.95 eV
**Net charge**: -2

Structure (XYZ):
```
23
C8H8O5S2 wB97M-V/def2-TZVPD
C -1.172 -0.343 -0.538
S 1.149 -0.080 -1.960
O -3.058 -3.183 -0.129
O 0.635 1.312 -2.201
H 1.634 0.470 0.261
C 0.075 -2.386 -1.179
S -0.025 2.661 4.573
C -2.370 -3.025 -1.128
C 0.224 2.954 1.583
C 2.279 0.097 -0.552
O -2.616 -2.758 -2.272
O 1.252 -2.806 -1.530
H -1.278 0.684 -0.534
O -0.900 -3.185 -0.798
H 1.166 3.555 1.317
H -0.715 3.431 1.067
H 2.688 -0.827 -0.375
H -1.892 -0.813 0.023
C -0.096 -0.943 -1.089
H 2.925 0.868 -0.904
C 0.117 1.488 1.890
H -0.110 0.526 1.571
C 0.085 2.304 2.904
```